(1)
Density functional theory data (ωB97M-V with the def2-TZVPD basis set) for an isolated molecule of C5H9N3O at a distorted geometry.

HOMO energy   -8.1 eV
Frontier orbital gap   8.9 eV
SMILES string   C#C/C(=N\N(C)C)NO
Strongest force on any atom   3.4 eV/A
Energy   -11843.3396 eV

The geometry in ORCA input format:
```
! wB97M-V def2-TZVPD RIJCOSX def2/J DEFGRID3
* xyz 0 1
O 2.30 -2.12 0.18
N 2.50 -0.80 -0.18
N -1.03 -0.07 -0.46
N 0.23 -0.71 -0.42
C -1.27 0.77 0.72
C 1.49 1.37 -0.35
C 1.34 -0.08 -0.20
C 1.65 2.55 -0.41
C -2.12 -1.06 -0.55
H -3.08 -0.51 -0.63
H -1.93 -1.68 -1.35
H -1.25 0.19 1.68
H 1.74 3.65 -0.38
H -2.30 1.15 0.60
H 1.40 -2.33 -0.09
H -2.23 -1.57 0.43
H -0.60 1.65 0.91
H 3.17 -0.41 0.53
*
```

---

(2)
Density functional theory data (ωB97M-V with the def2-TZVPD basis set) for a 2-piece molecular cluster, C5H10O overall.

HOMO energy   -9.5 eV
Frontier orbital gap   10.5 eV
SMILES string   C[C@H]1CCC1=O.[H][H]
Strongest force on any atom   0.6 eV/A
Energy   -7393.0981 eV

The geometry in ORCA input format:
```
! wB97M-V def2-TZVPD RIJCOSX def2/J DEFGRID3
* xyz 0 1
O -1.65 -0.88 -0.82
C 0.31 0.11 0.40
C 0.54 1.54 -0.18
C -0.94 0.03 -0.48
C 1.37 -0.96 0.18
C -0.86 1.51 -0.86
H 1.36 1.56 -0.91
H -1.64 -2.78 1.66
H 0.02 0.16 1.46
H 1.62 -1.04 -0.88
H 2.28 -0.72 0.74
H 0.70 2.33 0.55
H -0.91 1.72 -1.93
H -1.62 2.11 -0.34
H 1.00 -1.93 0.52
H -1.66 -2.42 1.00
*
```

---

(3)
Density functional theory data (ωB97M-V with the def2-TZVPD basis set) for an isolated molecule of C5H9N3 at a distorted geometry.

HOMO energy   -8.0 eV
Frontier orbital gap   9.0 eV
SMILES string   [H]/N=C1/NNCC12CC2
Strongest force on any atom   3.8 eV/A
Energy   -9798.4022 eV

The geometry in ORCA input format:
```
! wB97M-V def2-TZVPD RIJCOSX def2/J DEFGRID3
* xyz 0 1
N 0.21 2.33 -0.12
N 1.93 -0.73 0.09
N 1.77 0.67 0.04
C 0.66 -1.21 -0.49
C -1.80 -0.24 -0.42
C -1.22 -0.16 0.91
C -0.30 -0.10 -0.35
C 0.51 1.09 -0.33
H 0.43 -2.19 0.01
H -2.18 -1.07 -0.87
H -0.79 2.45 -0.34
H -2.27 0.62 -0.84
H 0.90 -1.31 -1.52
H -1.47 0.77 1.42
H -0.93 -1.11 1.47
H 2.59 1.22 0.31
H 1.99 -1.05 1.03
*
```

---

(4)
Density functional theory data (ωB97M-V with the def2-TZVPD basis set) for a 2-piece molecular cluster, C8H19OP overall at a distorted geometry.

HOMO energy (spin up / spin down)   -7.1 / -8.1 eV
Frontier orbital gap (spin up / spin down)   6.4 / 8.6 eV
Strongest force on any atom   5.3 eV/A
Energy   -19936.0951 eV

The geometry in ORCA input format:
```
! wB97M-V def2-TZVPD RIJCOSX def2/J DEFGRID3
* xyz 0 1
P 2.62 -1.31 -0.22
O 4.03 -0.44 0.00
C -2.75 -2.39 0.78
C -0.28 1.41 -1.34
C -2.44 -1.10 0.05
C 1.06 1.40 -2.06
C 1.13 1.72 1.57
C -0.22 1.11 1.12
C -0.88 -0.94 -0.29
C -0.31 0.46 -0.14
H -2.26 -2.56 1.75
H -0.60 -1.50 -1.14
H -1.13 1.16 -1.94
H 2.00 1.03 1.28
H 1.31 2.49 0.98
H 1.10 0.56 -2.66
H -0.97 1.93 1.20
H -0.49 2.47 -0.94
H 1.18 2.04 2.60
H 4.65 -0.54 -0.71
H -3.87 -2.57 1.04
H 2.85 -2.09 0.92
H -2.27 -3.31 0.25
H -0.33 -1.46 0.44
H 1.29 2.19 -2.84
H -3.09 -1.25 -0.87
H 2.02 1.39 -1.46
H -2.74 -0.25 0.64
H -0.59 0.34 1.99
*
```

---

(5)
Density functional theory data (ωB97M-V with the def2-TZVPD basis set) for an isolated molecule of CH3NOS at a distorted geometry.

HOMO energy   -8.8 eV
Frontier orbital gap   8.8 eV
SMILES string   ONC=S
Strongest force on any atom   2.7 eV/A
Energy   -15455.8156 eV

The geometry in ORCA input format:
```
! wB97M-V def2-TZVPD RIJCOSX def2/J DEFGRID3
* xyz 0 1
S -2.37 -0.07 0.16
O 1.59 -0.10 -0.01
N 0.25 -0.57 0.00
C -0.76 0.39 0.20
H 0.32 -1.51 0.41
H 1.61 0.36 -0.81
H -0.64 1.50 0.05
*
```

---

(6)
Density functional theory data (ωB97M-V with the def2-TZVPD basis set) for C47H40CdN4O2P2SSi as an isolated structure at a distorted geometry.

HOMO energy   -7.4 eV
Frontier orbital gap   7.7 eV
Strongest force on any atom   2.1 eV/A
Energy   -101299.6262 eV

The geometry in ORCA input format:
```
! wB97M-V def2-TZVPD RIJCOSX def2/J DEFGRID3
* xyz 0 1
Cd 1.47 -1.16 1.18
S -1.50 -1.39 2.77
P -0.56 -2.15 -0.59
P 1.77 1.53 0.02
Si 2.79 -1.65 -0.92
O -1.59 -2.04 4.05
O -1.53 -2.31 1.64
N -0.12 -0.55 2.58
N -1.04 0.84 4.14
N -6.47 1.70 1.78
N 1.18 1.18 3.31
C 0.30 -2.54 -2.19
C 0.15 -3.53 -4.39
C 1.68 -2.37 -2.33
C -5.27 -0.05 2.91
C -2.07 -1.39 -1.27
C 4.84 2.52 2.49
C -2.93 -0.34 2.53
C -5.28 1.06 2.06
C 1.51 -3.34 -4.55
C -1.18 4.53 -1.83
C -0.27 -5.93 0.86
C 2.93 2.57 1.01
C 3.00 1.26 -1.33
C -2.42 -5.82 -0.21
C 4.88 3.91 2.49
C -0.06 3.60 0.07
C -0.91 1.88 4.92
C -4.41 -0.82 -1.17
C -0.50 3.65 -2.66
C -2.16 -4.52 -0.60
C -4.10 -0.74 3.14
C -3.00 0.21 -2.82
C -1.91 -0.50 -2.33
C 3.50 2.40 -1.95
C 4.99 1.06 -3.25
C -0.02 -4.63 0.47
C 4.49 2.31 -2.91
C 0.01 0.50 3.37
C -0.97 -3.91 -0.25
C -1.48 -6.52 0.53
C 3.87 1.86 1.75
C -2.92 0.75 1.67
C 3.95 4.62 1.76
C 4.48 -0.07 -2.64
C -4.25 0.03 -2.26
C -4.09 1.45 1.44
C 0.25 2.65 4.94
C 0.66 2.75 -0.76
C -0.45 -3.12 -3.21
C -3.32 -1.51 -0.67
C 1.27 2.24 4.09
C 3.47 -0.01 -1.68
C -0.97 4.49 -0.46
C 4.28 -2.89 -0.86
C 2.98 3.96 1.02
C 2.26 -2.77 -3.53
C 0.41 2.76 -2.13
H -0.69 3.67 -3.72
H -5.38 -0.93 -0.71
H -1.88 5.24 -2.25
H 0.91 -4.15 0.77
H -4.06 -1.58 3.81
H 5.63 4.43 3.07
H 5.56 1.96 3.06
H -1.51 5.16 0.19
H -0.93 -0.36 -2.76
H -5.10 0.57 -2.66
H 2.00 -3.66 -5.46
H 3.32 -2.62 -3.69
H -2.00 1.05 1.19
H 4.88 3.20 -3.38
H -1.52 -3.24 -3.09
H 2.25 4.54 0.46
H -6.41 2.63 1.39
H 5.78 0.97 -3.99
H 0.35 3.51 5.59
H 3.97 -3.82 -0.38
H 5.12 -2.48 -0.31
H 4.88 -1.03 -2.93
H -6.19 -0.35 3.39
H 3.83 0.77 1.76
H -3.44 -2.13 0.21
H -4.09 2.31 0.79
H 4.62 -3.15 -1.86
H 0.93 2.07 -2.78
H -2.86 0.90 -3.64
H -3.36 -6.28 -0.46
H -0.44 -3.99 -5.17
H -1.77 2.11 5.53
H 0.09 3.54 1.14
H 0.46 -6.48 1.43
H 3.11 3.37 -1.68
H -1.70 -7.52 0.87
H 2.21 2.79 4.03
H -2.91 -3.97 -1.15
H -7.24 1.55 2.41
H 3.98 5.70 1.75
*
```

---

(7)
Density functional theory data (ωB97M-V with the def2-TZVPD basis set) for C35H24N3O8RuS4 as an isolated structure.

HOMO energy (spin up / spin down)   -1.5 / -1.5 eV
Frontier orbital gap (spin up / spin down)   5.5 / 5.5 eV
Strongest force on any atom   0.6 eV/A
Energy   -103461.2314 eV

The geometry in ORCA input format:
```
! wB97M-V def2-TZVPD RIJCOSX def2/J DEFGRID3
* xyz -2 2
Ru 0.23 0.31 0.00
S -0.74 -3.92 -1.22
S 1.46 2.32 -2.19
S -0.19 -1.92 2.34
S -1.57 3.23 -0.41
O 2.97 -1.26 -1.55
O 0.45 1.71 -3.01
O -2.37 2.88 -1.56
O 0.92 -1.41 -0.68
O -0.93 2.07 0.24
O 2.76 2.50 -2.81
O 1.59 1.69 -0.85
O -2.23 4.03 0.60
N -1.65 -0.25 -1.43
N -2.58 -2.75 1.05
N -0.93 -1.10 1.03
C 0.88 3.99 -1.81
C 4.22 0.70 3.79
C -1.71 -2.45 4.59
C -0.60 5.67 -0.91
C 1.05 0.84 1.78
C 5.10 0.18 2.88
C -2.03 0.24 -2.60
C 1.84 -1.72 -1.55
C 0.06 -4.32 -3.76
C 1.34 6.34 -2.15
C -2.69 -2.86 2.43
C 2.17 -2.59 -3.79
C 1.91 -3.34 -4.93
C -2.42 -1.17 -0.83
C 0.65 1.68 4.03
C 1.39 -2.68 -2.63
C 1.95 1.46 4.39
C 0.83 -4.21 -4.90
C -2.82 -3.02 5.20
C 0.20 6.68 -1.44
C 2.42 0.63 2.13
C 4.66 -0.13 1.58
C 0.21 1.37 2.73
C -3.64 -1.57 -1.36
C -0.28 4.33 -1.09
C 1.67 5.01 -2.33
C -3.82 -3.40 3.04
C 2.87 0.93 3.45
C -1.63 -2.41 3.21
C -4.04 -1.05 -2.58
C 0.29 -3.57 -2.59
C -3.87 -3.49 4.43
C 3.36 0.09 1.21
C -3.21 -0.14 -3.22
C -1.90 -1.71 0.45
H 0.60 -4.82 -5.77
H -0.78 -5.01 -3.74
H 2.56 4.72 -2.87
H -4.65 -3.75 2.43
H 5.35 -0.55 0.85
H 6.13 0.00 3.16
H 1.98 7.11 -2.57
H -0.83 1.55 2.48
H -4.98 -1.36 -3.02
H -3.17 -3.32 0.46
H -1.38 0.98 -3.04
H 2.99 -1.89 -3.77
H -0.05 2.10 4.74
H -4.27 -2.28 -0.84
H -1.48 5.92 -0.34
H 3.05 -0.17 0.20
H 2.53 -3.23 -5.81
H -2.87 -3.08 6.28
H 2.30 1.69 5.39
H -4.74 -3.93 4.90
H 4.55 0.94 4.80
H -3.48 0.29 -4.18
H -0.08 7.71 -1.29
H -0.89 -2.07 5.17
*
```

---

(8)
Density functional theory data (ωB97M-V with the def2-TZVPD basis set) for C6H10O as an isolated structure at a distorted geometry.

HOMO energy   -9.0 eV
Frontier orbital gap   9.7 eV
Strongest force on any atom   3.2 eV/A
Energy   -8427.1325 eV

The geometry in ORCA input format:
```
! wB97M-V def2-TZVPD RIJCOSX def2/J DEFGRID3
* xyz 0 1
O -0.82 1.91 0.75
C 0.64 -1.96 1.10
C 0.12 -1.63 -0.07
C -1.13 -0.82 -0.26
C -0.23 1.42 -0.19
C 1.53 1.56 -0.24
C -0.88 0.44 -1.14
H -1.83 0.76 -1.59
H -1.90 -1.44 -0.74
H 0.60 -1.96 -0.99
H 2.48 1.62 -0.87
H 1.54 -2.57 1.16
H 0.20 -1.65 2.04
H 1.94 1.83 0.76
H 0.58 2.43 -0.78
H -0.17 0.23 -1.94
H -1.54 -0.50 0.70
*
```